(1)
A cluster of 7 separate species, C30H74O3 in total, computed with wB97M-V/def2-TZVPD.

## Properties
Multiplicity ... 1
Relative energy (zero: lowest compared OMol25 entry of this formula, charge and spin) ... 139.1 kJ/mol
SMILES ... CCCCCC.CCCCCC.CCCCCC.CCCCCC.CCO.CCO.CCO

Element x y z (Å)
C 1.1060 2.9475 -0.8428
C 1.2774 1.7521 0.0575
C 0.4352 1.8427 1.4253
C -1.0396 1.7557 1.1927
C -1.8567 1.6132 2.4473
C -3.3395 1.2911 2.2361
H 0.3064 2.8163 -1.4536
H 1.8813 2.8139 -1.4520
H 0.9001 3.8261 -0.2452
H 2.4452 1.6458 0.2564
H 1.2499 0.7074 -0.3884
H 0.7042 2.8037 1.9941
H 0.9830 1.0941 2.0326
H -1.4207 0.8318 0.6895
H -1.4391 2.5010 0.4698
H -1.7543 2.4506 2.9820
H -1.3290 0.9152 3.3111
H -3.8566 2.0248 1.6387
H -3.7355 1.2035 3.1648
H -3.3685 0.3409 1.7850
C 2.5507 3.8451 -4.9107
C 3.6749 2.8507 -5.2451
C 4.0159 1.9859 -4.0311
C 5.0159 0.8063 -4.3985
C 5.3966 0.1798 -3.0040
C 6.5149 -0.9596 -3.3313
H 1.5930 3.4559 -4.4985
H 2.4067 4.6597 -5.6964
H 3.0798 4.6485 -4.1403
H 4.7439 3.2660 -5.3965
H 3.3122 2.2182 -5.9901
H 3.0006 1.5853 -3.6746
H 4.4315 2.5814 -3.2397
H 5.8657 1.2129 -4.7703
H 4.4002 0.2431 -5.0922
H 4.5351 -0.3085 -2.3969
H 5.9609 0.9195 -2.3920
H 6.7321 -1.1878 -2.3499
H 7.5178 -0.5583 -3.4809
H 6.0880 -1.8044 -3.9579
C -1.0877 -4.9260 5.7963
C 0.0364 -5.2897 4.8174
C 0.6159 -3.9970 4.2718
C 1.6337 -3.3247 5.1511
C 2.4620 -2.2460 4.3534
C 1.6294 -1.1781 3.9240
H -1.7133 -5.7318 6.1270
H -1.6153 -4.2706 5.3275
H -0.4899 -4.7219 6.6781
H -0.4508 -5.9210 3.9854
H 0.8158 -6.0612 5.2981
H -0.1781 -3.3927 3.9737
H 0.9645 -4.2024 3.3585
H 2.2577 -4.2419 5.4987
H 0.9618 -2.7819 5.9332
H 3.1483 -2.5625 3.6264
H 3.1339 -1.8212 4.9690
H 0.9951 -0.9830 4.7512
H 1.0413 -1.1877 3.0720
H 2.2167 -0.3547 3.5288
C -1.6759 -2.7486 0.5542
C -0.0639 -2.9073 0.1026
C 0.2271 -2.6785 -1.3438
C 1.6819 -2.8164 -1.7170
C 2.0739 -2.2055 -3.1646
C 1.2052 -2.8388 -4.2998
H -2.1443 -1.9721 0.0312
H -1.8720 -2.5987 1.6711
H -2.2539 -3.5274 0.2515
H 0.2138 -3.8895 0.4215
H 0.4349 -1.9746 0.7084
H -0.0112 -1.6762 -1.5364
H -0.4043 -3.2203 -1.9924
H 1.8644 -3.9036 -1.8520
H 2.4301 -2.2256 -0.9945
H 3.1573 -2.4891 -3.1612
H 1.8316 -1.0208 -2.9512
H 1.5558 -3.8788 -4.5720
H 1.4442 -2.3938 -4.9866
H 0.2588 -2.7667 -4.1458
C -4.7822 2.6774 -1.3938
C -6.0846 2.4649 -2.2236
O -7.1316 2.0811 -1.3566
H -5.1059 3.3304 -0.6121
H -3.9913 3.1358 -2.0154
H -4.7458 1.6119 -1.0262
H -6.0239 1.4754 -2.8226
H -6.2681 3.0464 -2.9066
H -7.8851 2.1567 -1.7149
C -3.4764 -1.3013 5.4307
C -4.7524 -1.6965 4.7038
O -4.7006 -3.0774 4.2558
H -2.6265 -1.1918 4.7809
H -3.0150 -2.1538 6.1066
H -3.6469 -0.2799 5.7838
H -5.0059 -1.0193 3.7858
H -5.6976 -1.5437 5.3885
H -5.1057 -3.1627 3.5652
C -0.8690 5.3449 -3.7533
C -2.0808 5.3954 -2.7599
O -2.8632 6.5210 -3.1180
H -0.1476 4.7108 -3.1380
H -0.2648 6.2077 -3.7893
H -0.9711 4.9476 -4.6277
H -1.7140 5.5018 -1.7671
H -2.6388 4.4828 -2.7345
H -3.7213 6.4461 -2.8097



(2)
A structure of composition C30H75BF4N5Na3O10, computed with wB97M-V/def2-TZVPD.

## Properties
Multiplicity ... 1
Relative energy (zero: lowest compared OMol25 entry of this formula, charge and spin) ... 0.0 kJ/mol
Net charge ... +2

Element x y z (Å)
Na -2.3189 0.2033 5.0880
Na -4.3061 -2.0840 2.3285
Na -0.3305 -2.8146 2.6734
B -1.4245 -0.1452 1.5903
F -0.1413 -0.7059 1.5412
F -1.6120 0.5403 2.8336
F -1.6941 0.7310 0.5768
F -2.3717 -1.2348 1.5098
C -4.5216 -1.7842 -8.2074
O -3.7330 -2.2078 -7.1256
C -2.3959 -1.7009 -7.1788
C -1.7921 -1.8962 -5.8123
N -1.8856 -0.6875 -5.0278
C -1.6964 -0.8727 -3.6044
C -1.8107 0.4433 -2.8632
O -3.0736 1.0020 -3.1866
C -3.3504 2.1429 -2.4264
H -4.1425 -2.1915 -9.1566
H -4.5093 -0.6903 -8.2823
H -5.5256 -2.1726 -8.0668
H -2.4355 -0.6323 -7.4310
H -1.9137 -2.2301 -8.0076
H -0.7588 -2.2547 -5.8333
H -2.3620 -2.7181 -5.3393
H -2.6915 -0.1115 -5.2230
H -0.7144 -1.3298 -3.4505
H -2.4769 -1.5650 -3.2276
H -0.9911 1.1308 -3.0834
H -1.8099 0.1720 -1.7956
H -3.1132 1.9901 -1.3631
H -4.4096 2.3892 -2.4972
H -2.7828 3.0283 -2.7376
C -4.6479 -1.9010 -0.8031
O -4.9688 -1.2049 0.4030
C -5.2943 0.1506 0.0925
C -5.7403 0.9104 1.3251
N -4.9831 0.5052 2.5270
C -5.1171 1.5207 3.6149
C -4.2096 2.7312 3.5515
O -3.0197 2.4707 4.2724
C -2.0908 3.5375 4.2213
H -3.7033 -1.5342 -1.2117
H -5.4397 -1.7905 -1.5461
H -4.5793 -2.9667 -0.5785
H -6.0681 0.1653 -0.6768
H -4.3936 0.6315 -0.3051
H -6.8055 0.7686 1.5269
H -5.6362 1.9903 1.1665
H -3.9944 0.4296 2.2943
H -4.9665 0.9830 4.5566
H -6.1618 1.8270 3.5899
H -4.7429 3.5169 4.1153
H -4.1122 3.1939 2.5646
H -1.5813 3.6012 3.2573
H -1.3483 3.3879 5.0044
H -2.5850 4.4919 4.4252
C 3.8298 -0.0807 5.7501
O 2.9415 -0.2079 4.6606
C 3.2998 0.5335 3.5107
C 4.0996 -0.2970 2.5047
N 3.2645 -1.1471 1.6694
C 2.7024 -0.4817 0.4875
C 3.6993 -0.3328 -0.6204
O 3.7347 -1.5523 -1.3342
C 4.6777 -1.5315 -2.3969
H 3.8832 -1.0228 6.2844
H 3.5330 0.7601 6.3928
H 4.8440 0.2203 5.4559
H 3.9068 1.4169 3.7619
H 2.3999 0.9693 3.0631
H 4.7770 -0.9245 3.0940
H 4.7457 0.3572 1.9216
H 2.5358 -1.5513 2.2341
H 2.1683 0.4398 0.7584
H 1.9041 -1.1368 0.1268
H 4.7218 -0.1206 -0.2816
H 3.4029 0.4810 -1.2979
H 4.6829 -2.5274 -2.8328
H 5.6841 -1.3629 -1.9941
H 4.4238 -0.7753 -3.1427
C -1.0297 -3.3164 -0.6321
O -0.3071 -3.9529 0.3979
C 1.0489 -4.2263 -0.0063
C 1.8232 -4.8228 1.1718
N 1.1233 -5.9271 1.8512
C 0.9348 -7.1611 1.0498
C 2.1970 -7.6518 0.4059
O 2.5110 -6.9065 -0.7459
C 3.7376 -7.2956 -1.3429
H -1.2825 -4.0230 -1.4248
H -0.5005 -2.4536 -1.0595
H -1.9304 -2.8510 -0.2288
H 1.5593 -3.3460 -0.4108
H 1.0179 -4.9834 -0.7985
H 1.9793 -4.0235 1.9110
H 2.7493 -5.2010 0.7531
H 0.2064 -5.5530 2.0747
H 0.1425 -6.9775 0.3156
H 0.6147 -7.9312 1.7517
H 2.0307 -8.7059 0.1304
H 3.0320 -7.6929 1.1190
H 4.5177 -7.4454 -0.5938
H 4.0582 -6.4392 -1.9432
H 3.6075 -8.1391 -2.0205
C 2.3533 9.6817 2.7110
O 3.1716 8.8171 1.9507
C 2.6021 7.5545 1.7758
C 3.4993 6.7303 0.8705
N 3.2137 5.3131 0.9753
C 3.8318 4.5286 -0.0717
C 2.9915 3.3432 -0.4712
O 1.6373 3.7310 -0.6123
C 0.7964 2.6567 -0.9076
H 2.3710 9.3836 3.7698
H 1.3125 9.6418 2.3760
H 2.7624 10.6845 2.6441
H 1.6010 7.5703 1.3121
H 2.4730 7.0436 2.7455
H 4.5607 6.9136 1.0519
H 3.3479 7.0761 -0.1679
H 2.2167 5.1404 0.9198
H 4.8252 4.1722 0.2257
H 4.0447 5.1276 -0.9731
H 3.0632 2.5278 0.2637
H 3.3438 2.9652 -1.4395
H 0.5571 2.0433 -0.0311
H 1.1573 2.0346 -1.7386
H -0.1521 3.0600 -1.2810



Number 1: F_max 16.61 eV Å⁻¹. Number 2: F_max 2.04 eV Å⁻¹.